No. 1
ORCA calculation (the ωB97M-V functional and the def2-TZVPD basis) on C3H7NO2 in the gas phase in a non-equilibrium geometry.

* energy relative to the best compared isomer or geometry (same formula, charge and spin): 123.2 kcal per mole
* DFT total energy: -8805.1881 eV
* HOMO-LUMO gap: 9.66 eV

The geometry in XYZ format:
```
13
Properties=species:S:1:pos:R:3:forces:R:3
C -1.761014 1.059534 -0.316422 0.9 0.1 -0.8
C -1.140738 -0.044111 0.077526 -5.9 -4.7 2.8
O -2.122160 -1.300448 0.258878 1.1 2.5 -1.0
O -0.134843 -0.480335 0.813183 3.4 3.1 -2.8
N 0.891406 0.480464 -0.002246 0.0 -1.1 1.6
C 2.036502 -0.357927 -0.306698 0.2 -0.3 0.3
H -2.797502 1.009653 -0.618820 0.1 -0.2 0.1
H -1.206807 1.958638 -0.544021 0.0 0.0 0.1
H -1.907180 -1.764354 1.083491 0.3 0.5 -0.3
H 1.108899 1.136728 0.745357 0.2 -0.1 0.0
H 2.809227 0.255488 -0.783765 -0.3 0.1 0.0
H 2.475414 -0.801317 0.592669 0.0 -0.1 -0.1
H 1.748798 -1.152013 -0.999131 -0.1 0.2 0.1
```
Forces are in eV/Å.

=====

No. 2
ORCA calculation (the ωB97M-V functional and the def2-TZVPD basis) on C3H7NO2 in the gas phase in a non-equilibrium geometry.

* energy relative to the best compared isomer or geometry (same formula, charge and spin): 41.0 kcal per mole
* DFT total energy: -8808.7508 eV
* HOMO-LUMO gap: 10.16 eV

The geometry in XYZ format:
```
13
Properties=species:S:1:pos:R:3:forces:R:3
C -1.772857 -0.464700 0.738862 -0.3 -0.2 -0.1
N -0.770192 0.187027 -0.061860 -0.4 -0.3 -0.6
C 0.308094 -0.547131 -0.513595 -0.4 -0.1 0.1
O 0.256995 -1.730435 -0.780125 0.1 0.4 0.2
C 1.569791 0.230393 -0.182641 -0.2 0.0 0.3
O 1.642097 1.536832 -0.707517 0.0 0.1 -0.4
H -2.290783 -1.208859 0.140152 -0.3 -0.1 0.2
H -1.303404 -0.975794 1.593711 -0.1 0.1 -0.2
H -2.480688 0.267124 1.134495 0.1 -0.1 -0.2
H -0.814999 1.168904 -0.265615 0.3 0.1 0.3
H 2.495335 -0.354787 -0.326624 -0.5 0.2 0.3
H 1.199823 0.406117 0.845277 1.7 -0.2 0.2
H 1.960787 1.485311 -1.614522 0.0 0.0 0.0
```
Forces are in eV/Å.

=====

No. 3
ORCA calculation (the ωB97M-V functional and the def2-TZVPD basis) on a molecular structure, C3H7NO2 in a non-equilibrium geometry.

* energy relative to the best compared isomer or geometry (same formula, charge and spin): 127.7 kcal per mole
* DFT total energy: -8804.9927 eV
* HOMO-LUMO gap: 7.97 eV

The geometry in XYZ format:
```
13
Properties=species:S:1:pos:R:3:forces:R:3
C 0.184708 -0.073674 -0.407834 4.4 -0.8 0.2
C -0.051699 1.158773 0.295318 -5.0 0.2 -1.3
C -0.283597 -1.380807 0.162625 0.1 -0.1 0.1
O -1.683613 1.181697 -0.222632 2.1 0.8 1.4
N 2.045744 0.025788 -0.008746 -0.6 -0.2 -1.7
O 2.716615 0.395716 -0.920933 -1.3 -0.5 1.2
H -2.193670 0.712915 0.457607 0.3 0.2 -0.1
H 0.161947 -0.013918 -1.494356 0.0 0.2 0.2
H 0.343671 2.064993 -0.154698 0.0 -0.1 0.2
H -0.050598 1.121813 1.382370 0.1 0.1 -0.1
H -1.219379 -1.695332 -0.305293 0.1 0.1 0.1
H 0.460388 -2.164058 -0.028111 -0.1 0.1 0.0
H -0.430518 -1.333907 1.244684 0.0 0.1 -0.1
```
Forces are in eV/Å.

=====

No. 4
ORCA calculation (the ωB97M-V functional and the def2-TZVPD basis) on 2 unconnected molecules or ions with the total composition C3H7NO2.

* energy relative to the best compared isomer or geometry (same formula, charge and spin): 33.1 kcal per mole
* DFT total energy: -8809.0940 eV
* HOMO-LUMO gap: 11.12 eV

The geometry in XYZ format:
```
13
Properties=species:S:1:pos:R:3:forces:R:3
H -0.887122 -1.229145 -2.212855 0.0 0.0 0.1
N -0.785194 -0.908231 -1.253819 -0.3 -0.1 0.1
C -1.831077 -1.185889 -0.587711 0.0 -0.1 -0.2
O -1.986956 -0.904774 0.699332 0.2 0.0 0.0
H -2.724087 -1.682046 -0.979982 0.1 0.0 0.0
H -1.177305 -0.456588 1.035470 -0.1 0.0 0.0
C 1.727392 0.628392 0.028689 0.0 0.0 0.0
C 0.871399 1.293396 1.058607 -0.2 -0.1 0.1
O -0.001844 0.732595 1.691527 0.4 0.2 -0.3
H 2.555675 1.267857 -0.283929 -0.1 -0.1 0.1
H 2.100660 -0.326052 0.411468 0.0 0.1 0.0
H 1.081790 0.375195 -0.823116 0.1 0.1 0.1
H 1.039477 2.374189 1.232976 0.0 -0.1 0.0
```
Forces are in eV/Å.

=====

No. 5
ORCA calculation (the ωB97M-V functional and the def2-TZVPD basis) on 2 unconnected molecules or ions with the total composition C3H7NO2.

* energy relative to the best compared isomer or geometry (same formula, charge and spin): 56.0 kcal per mole
* DFT total energy: -8808.0996 eV
* HOMO-LUMO gap: 11.33 eV

The geometry in XYZ format:
```
13
Properties=species:S:1:pos:R:3:forces:R:3
H -0.911146 -1.815599 -1.887630 0.0 0.0 0.1
N -0.641753 -1.299021 -1.054575 -0.2 -0.2 0.2
C -1.078199 -1.883068 -0.013064 0.0 -0.1 -0.3
O -0.866536 -1.438083 1.218493 0.1 0.2 0.0
H -1.670715 -2.803615 0.004278 0.1 0.1 -0.1
H -0.288243 -0.636260 1.170862 0.0 0.0 0.0
C 0.227034 1.841746 0.281490 -0.1 0.2 -0.1
C 1.340615 1.040417 -0.220087 0.2 0.0 -0.2
O 0.774602 0.786467 1.071801 0.0 -0.2 0.2
H 0.410263 2.839886 0.675290 0.0 -0.2 -0.1
H -0.773503 1.650674 -0.102629 0.2 0.0 0.0
H 2.349059 1.447677 -0.187933 -0.2 0.0 0.0
H 1.128523 0.268779 -0.956294 0.0 0.1 0.1
```
Forces are in eV/Å.

=====

No. 6
ORCA calculation (the ωB97M-V functional and the def2-TZVPD basis) on a molecular structure, C3H7NO2 in a non-equilibrium geometry.

* energy relative to the best compared isomer or geometry (same formula, charge and spin): 114.4 kcal per mole
* DFT total energy: -8805.5692 eV
* HOMO-LUMO gap: 10.24 eV

The geometry in XYZ format:
```
13
Properties=species:S:1:pos:R:3:forces:R:3
C -2.162102 -0.477898 0.016672 0.6 1.8 -0.7
C -0.026031 0.700482 -0.001901 -0.9 3.7 -1.3
C 1.519127 0.589800 0.404109 0.5 -0.1 1.0
H -2.487331 -0.037260 -0.945378 -0.2 -0.9 0.3
H -2.618322 0.208210 0.776661 0.9 -0.7 -0.2
H -2.354822 -1.515261 0.212373 -0.7 -0.2 -0.2
H 2.164042 1.758707 0.108896 -2.3 -4.1 0.9
H 1.593773 0.366838 1.761542 -0.2 0.8 -4.5
H 1.480961 -1.700216 -0.078281 2.4 4.5 -0.9
H 1.983655 -0.557363 -1.526313 0.4 -0.1 4.6
N 2.158617 -0.656362 -0.332303 -3.2 -1.6 -1.9
O -0.699061 -0.486212 -0.032995 0.7 1.3 1.2
O -0.552510 1.806540 -0.363084 1.8 -4.4 1.7
```
Forces are in eV/Å.

=====

No. 7
ORCA calculation (the ωB97M-V functional and the def2-TZVPD basis) on C3H7NO2 in the gas phase in a non-equilibrium geometry.

* energy relative to the best compared isomer or geometry (same formula, charge and spin): 43.1 kcal per mole
* DFT total energy: -8808.6617 eV
* HOMO-LUMO gap: 9.97 eV

The geometry in XYZ format:
```
13
Properties=species:S:1:pos:R:3:forces:R:3
C 0.833669 1.111479 -0.131820 3.3 1.2 0.3
C 0.263087 -0.120785 0.471793 -1.4 -1.8 0.0
N 1.022541 -1.220871 -0.099308 1.6 -0.4 0.5
C -1.174619 -0.304533 0.008057 0.2 3.7 0.7
O -1.709388 -1.320282 -0.117831 -1.4 -4.6 -0.4
O -1.972169 0.822348 -0.113499 -0.5 -0.5 1.4
H 0.508639 2.070360 0.209346 -0.8 0.4 0.4
H 1.971298 1.154982 0.047577 -1.6 -0.3 -0.1
H 0.765059 1.121644 -1.218603 -0.4 -0.3 0.0
H 0.058594 -0.227891 1.668614 1.4 0.5 -2.7
H 1.327476 -1.319580 -1.053627 -0.3 1.6 -0.4
H 0.936488 -2.177382 0.117708 -1.0 -0.8 1.5
H -2.830679 0.410517 0.211596 1.0 1.1 -1.1
```
Forces are in eV/Å.

=====

No. 8
ORCA calculation (the ωB97M-V functional and the def2-TZVPD basis) on C3H7NO2 in the gas phase.

* energy relative to the best compared isomer or geometry (same formula, charge and spin): 72.8 kcal per mole
* DFT total energy: -8807.3724 eV
* HOMO-LUMO gap: 10.41 eV

The geometry in XYZ format:
```
13
Properties=species:S:1:pos:R:3:forces:R:3
C -0.871244 1.514588 0.443933 0.0 0.1 0.0
C -0.394168 0.123113 0.146344 -0.2 -0.1 0.0
C 1.109660 -0.095579 0.054897 0.0 0.2 0.2
O 1.568849 -1.012389 -0.910642 0.0 -0.2 0.1
N -1.309858 -0.756052 0.029266 0.2 0.5 -0.1
O -0.789719 -2.040849 -0.312692 0.0 -0.2 -0.1
H -1.962054 1.544240 0.405651 0.2 0.0 0.1
H -0.535640 1.849189 1.431529 0.0 0.0 -0.1
H -0.467520 2.210019 -0.300426 0.0 -0.1 0.1
H 1.446711 -0.373450 1.066667 0.0 0.1 -0.1
H 1.580644 0.861476 -0.187011 -0.1 -0.1 0.1
H 1.293974 -1.885234 -0.598818 0.1 0.1 -0.1
H -0.669630 -1.939066 -1.268704 -0.1 -0.3 0.1
```
Forces are in eV/Å.

=====

No. 9
ORCA calculation (the ωB97M-V functional and the def2-TZVPD basis) on C3H7NO2 in the gas phase.

* energy relative to the best compared isomer or geometry (same formula, charge and spin): 63.3 kcal per mole
* DFT total energy: -8807.7819 eV
* HOMO-LUMO gap: 10.74 eV

The geometry in XYZ format:
```
13
Properties=species:S:1:pos:R:3:forces:R:3
C -1.040151 -1.047883 1.017186 0.0 0.0 0.0
C -0.018954 -0.195409 0.328900 0.2 0.0 0.1
C -0.497906 0.739092 -0.766898 -0.2 0.0 0.2
O 0.256745 0.652143 -1.947750 0.2 0.1 0.0
N 1.196521 -0.300065 0.704171 -0.6 0.0 -0.1
O 2.012308 0.625450 0.020823 0.3 0.0 -0.1
H -0.605871 -1.599514 1.853374 0.0 0.1 -0.1
H -1.855320 -0.415619 1.389712 0.1 -0.1 0.0
H -1.478002 -1.753846 0.301970 0.1 0.1 0.1
H -0.523593 1.764147 -0.358702 0.0 -0.1 -0.1
H -1.524049 0.469054 -1.033134 0.1 0.1 0.1
H 1.176581 0.783598 -1.667740 -0.2 0.0 -0.2
H 2.901690 0.278853 0.158088 -0.1 0.1 0.1
```
Forces are in eV/Å.

=====

No. 10
ORCA calculation (the ωB97M-V functional and the def2-TZVPD basis) on C3H7NO2 in the gas phase in a non-equilibrium geometry.

* energy relative to the best compared isomer or geometry (same formula, charge and spin): 99.1 kcal per mole
* DFT total energy: -8806.2316 eV
* HOMO-LUMO gap: 9.52 eV

The geometry in XYZ format:
```
13
Properties=species:S:1:pos:R:3:forces:R:3
O 0.785662 0.629961 1.429227 -0.1 -0.2 0.1
C -0.024786 1.344068 0.515997 -0.1 0.3 -0.2
C -0.157826 0.664901 -0.833839 0.3 0.3 0.0
O -1.121651 -0.392055 -0.802770 -0.3 0.3 0.3
C -0.912539 -1.598772 -0.329000 -1.0 0.7 0.0
N 0.319414 -1.960853 0.115574 -1.0 -0.1 -0.8
H 0.265791 -0.085528 1.818062 0.1 0.1 0.0
H -1.030516 1.529051 0.919656 0.2 0.0 0.0
H 0.460793 2.311906 0.363378 0.0 -0.1 0.0
H -0.570679 1.358125 -1.568731 0.1 0.0 0.1
H 0.818624 0.314794 -1.191707 -0.1 0.0 0.0
H 0.023997 -2.787699 -0.483863 2.4 -0.6 0.9
H 1.143715 -1.327899 0.048016 -0.4 -0.8 -0.4
```
Forces are in eV/Å.

=====

No. 11
ORCA calculation (the ωB97M-V functional and the def2-TZVPD basis) on C3H7NO2 in the gas phase.

* energy relative to the best compared isomer or geometry (same formula, charge and spin): 69.5 kcal per mole
* DFT total energy: -8807.5156 eV
* HOMO-LUMO gap: 10.68 eV

The geometry in XYZ format:
```
13
Properties=species:S:1:pos:R:3:forces:R:3
C -0.809505 1.581117 0.307698 -0.1 -0.1 0.0
C -0.369427 0.151004 0.087922 -0.1 -0.2 -0.1
C 1.124108 -0.082491 0.212755 -0.1 0.2 0.2
O 1.611201 -0.993298 -0.727774 0.2 -0.1 0.0
N -1.219539 -0.770582 -0.177066 0.3 0.4 0.0
O -0.583860 -2.077383 -0.205431 -0.4 0.2 -0.1
H -1.886056 1.719081 0.426172 0.1 -0.3 -0.1
H -0.311070 1.970806 1.206502 -0.1 -0.1 -0.1
H -0.462085 2.207467 -0.524490 -0.1 -0.2 0.1
H 1.301966 -0.405086 1.253044 0.1 0.0 -0.1
H 1.646611 0.872040 0.078056 -0.1 -0.2 0.0
H 0.976265 -1.734223 -0.636260 0.5 0.2 -0.2
H -0.932218 -2.515873 -0.998358 -0.3 0.3 0.4
```
Forces are in eV/Å.

=====

No. 12
ORCA calculation (the ωB97M-V functional and the def2-TZVPD basis) on 2 unconnected molecules or ions with the total composition C3H7NO2 in a non-equilibrium geometry.

* energy relative to the best compared isomer or geometry (same formula, charge and spin): 68.4 kcal per mole
* DFT total energy: -8807.5633 eV
* HOMO-LUMO gap: 10.07 eV

The geometry in XYZ format:
```
13
Properties=species:S:1:pos:R:3:forces:R:3
N -1.000499 1.373654 1.274383 0.1 -0.1 0.2
C -0.399500 0.784861 0.198059 -0.6 0.1 -0.5
O -1.129442 0.405910 -0.723726 -0.8 0.8 0.0
C 1.027874 0.466637 0.192183 -0.4 -0.8 -0.7
C 0.575126 -1.249276 -0.884658 0.9 0.4 0.6
O -0.496457 -2.033280 -0.606470 0.2 0.5 0.4
H -0.497578 1.692472 2.083463 0.1 -0.2 0.0
H -1.958060 1.084383 1.402843 0.0 0.4 0.0
H 1.568399 0.789440 1.121667 -0.4 -1.3 -0.6
H 1.619778 0.818728 -0.645026 -0.4 0.3 -0.2
H 0.511831 -0.822563 -1.895360 0.4 0.3 0.7
H 1.477715 -1.758042 -0.632469 0.5 -0.5 -0.1
H -1.299186 -1.552926 -0.884889 0.4 0.1 0.1
```
Forces are in eV/Å.